Entry 1:
{
  "formula": "C28H45BBr4ClIN3O10",
  "method": "wB97M-V/def2-TZVPD",
  "elements": ["C", "O", "B", "O", "C", "C", "C", "O", "O", "C", "C", "O", "C", "C", "C", "O", "I", "C", "C", "C", "C", "Cl", "N", "C", "C", "C", "C", "O", "C", "C", "O", "C", "C", "C", "O", "C", "N", "N", "C", "O", "H", "H", "H", "H", "H", "H", "H", "H", "H", "H", "H", "H", "H", "H", "H", "H", "H", "H", "H", "H", "H", "H", "H", "H", "H", "H", "H", "H", "H", "H", "H", "H", "H", "H", "H", "H", "H", "Br", "C", "C", "Br", "H", "H", "H", "H", "Br", "C", "C", "Br", "H", "H", "H", "H"],
  "positions_angstrom": [[-0.75446, -1.95636, 4.78814], [-0.72477, -0.88831, 3.81393], [0.25276, -0.92574, 2.87702], [1.47063, -1.51497, 3.12940], [0.01324, -0.29671, 1.43346], [0.23468, 1.25814, 1.46867], [0.88242, 1.78484, 2.72265], [2.02356, 1.61337, 3.03268], [0.02562, 2.57530, 3.46476], [-0.39517, 2.08166, 4.71378], [0.62509, 1.83017, 5.78069], [-1.56346, 1.93604, 4.89093], [-1.43948, -0.45011, 0.89379], [-2.31889, -1.66982, 1.18860], [-3.48582, -1.31578, 2.08339], [-4.06621, -0.28261, 2.05021], [-4.19082, -2.87472, 3.40369], [-1.17390, -0.26769, -0.58474], [-2.28205, 0.22924, -1.43705], [-2.01837, 1.74727, -1.71380], [-2.26943, 2.15868, -3.16926], [-2.86470, 2.74750, -0.51607], [0.04136, -0.50487, -0.90197], [0.52486, -0.27616, -2.27611], [1.53877, -1.26975, -2.87941], [2.93609, -0.63529, -3.04392], [4.10248, -1.63162, -3.02059], [5.07659, -1.36294, -2.00849], [5.75485, -0.19201, -2.18790], [5.73536, 0.70263, -0.98775], [6.30495, 0.09932, -3.21340], [0.86476, -0.95910, 0.32574], [0.75294, -2.51759, 0.28453], [2.02930, -3.28019, 0.57821], [3.01595, -3.09193, -0.42151], [1.76329, -4.75769, 0.84164], [1.09437, -4.96403, 2.13184], [2.17793, -0.43669, 0.05017], [3.04363, -0.38221, 0.91478], [3.84741, -0.37153, 1.70782], [0.04605, -1.84309, 5.51559], [-0.70484, -2.92097, 4.29388], [-1.68967, -1.85163, 5.32764], [1.90741, -1.16565, 3.91510], [-0.69547, 1.80784, 1.35689], [0.86476, 1.58280, 0.63904], [0.72793, 2.72526, 6.38989], [0.20314, 1.06260, 6.42518], [1.58571, 1.48501, 5.41468], [-2.09932, 0.40017, 1.08354], [-2.79116, -1.99295, 0.25456], [-1.82457, -2.54965, 1.58549], [-2.39884, -0.30759, -2.37406], [-3.19891, 0.15113, -0.85718], [-0.95960, 1.91342, -1.52424], [-3.17547, 2.74351, -3.28125], [-2.26337, 1.27048, -3.79583], [-1.43341, 2.76334, -3.50191], [-0.32511, -0.17809, -2.94352], [1.00943, 0.70158, -2.27343], [1.57911, -2.22843, -2.37231], [1.18826, -1.47146, -3.89065], [2.94967, -0.16186, -4.02595], [3.11394, 0.15933, -2.32585], [4.61455, -1.61134, -3.98312], [3.75304, -2.65109, -2.89359], [5.85843, 0.13744, -0.06672], [4.76409, 1.19753, -0.91676], [6.48522, 1.47932, -1.08367], [0.05571, -2.83830, 1.05749], [0.29431, -2.81831, -0.65563], [2.42038, -2.89261, 1.52237], [3.43667, -3.93376, -0.62408], [1.25442, -5.23875, -0.00107], [2.74694, -5.22513, 0.91584], [0.09239, -5.02946, 1.99529], [1.37380, -5.86651, 2.49419], [-1.69854, 4.56884, -5.29763], [-0.54495, 4.30282, -6.84137], [-0.70381, 2.91616, -7.40220], [0.18883, 1.58654, -6.28556], [0.46811, 4.51032, -6.51425], [-0.84918, 5.04913, -7.57117], [-0.22962, 2.84004, -8.37763], [-1.74180, 2.61154, -7.47862], [-4.58309, 4.35001, 2.31190], [-5.55075, 2.66065, 2.27155], [-7.03978, 2.87235, 2.22229], [-7.74869, 3.40506, 3.95121], [-5.23550, 2.10019, 3.14502], [-5.20827, 2.15191, 1.37325], [-7.54526, 1.94134, 1.97533], [-7.32868, 3.64129, 1.51352]],
  "forces_ev_per_angstrom": [[-0.1, 0.7, 0.5], [-0.3, -0.3, -0.5], [0.4, -0.4, 0.4], [0.1, 0.5, -0.4], [-0.7, 0.4, 0.6], [0.2, 0.4, -0.2], [0.2, 0.7, 0.3], [0.0, -0.4, 0.0], [0.0, -0.5, -0.2], [-0.7, 0.0, 0.6], [-0.1, -0.5, 0.0], [0.3, 0.2, -0.3], [0.4, 0.4, -1.0], [-0.1, -0.4, -0.1], [-0.5, 0.2, 0.3], [0.3, -0.1, -0.1], [0.2, 0.1, -0.3], [-0.7, -0.8, 0.7], [0.0, 0.5, 0.0], [0.5, -0.5, -0.4], [0.3, -0.1, 0.6], [-0.1, 0.1, 0.1], [-0.6, 0.2, -0.4], [0.9, 0.1, -0.2], [0.1, 0.4, -0.1], [0.1, -0.3, -0.3], [0.4, -0.2, -0.9], [-0.7, 0.3, 0.5], [0.5, 0.3, -0.3], [0.0, -0.1, 0.3], [-0.4, -0.2, 0.0], [-0.4, 0.1, -1.6], [0.2, 0.1, 0.3], [0.4, -0.1, 0.6], [-0.4, 0.0, -0.5], [0.2, -0.1, 0.2], [-0.2, -0.1, -0.4], [-0.3, 0.2, 0.6], [-1.9, -0.7, -1.2], [2.2, 0.3, 1.4], [0.2, -0.1, -0.1], [0.1, -0.1, 0.0], [-0.1, -0.1, -0.1], [0.0, -0.4, 0.2], [-0.2, -0.2, 0.0], [0.2, -0.1, 0.0], [0.2, 0.2, -0.1], [-0.1, 0.0, 0.1], [0.1, 0.3, -0.1], [0.3, 0.2, 0.7], [-0.1, -0.2, 0.0], [0.2, 0.1, 0.0], [0.1, -0.1, 0.0], [-0.2, -0.2, -0.1], [0.0, 0.2, 0.1], [-0.2, -0.2, -0.1], [-0.3, 0.0, -0.2], [-0.1, 0.1, 0.0], [-0.3, -0.1, 0.3], [0.0, 0.1, 0.1], [0.0, 0.0, 0.3], [-0.2, -0.2, 0.0], [0.0, 0.2, 0.0], [-0.1, -0.1, 0.3], [0.0, 0.0, 0.0], [0.0, 0.0, 0.4], [0.1, 0.0, 0.0], [-0.1, -0.1, -0.1], [0.1, 0.0, 0.0], [0.0, 0.1, 0.1], [0.2, -0.1, -0.2], [0.0, 0.0, 0.0], [0.1, 0.0, 0.1], [-0.1, 0.1, -0.1], [0.1, 0.0, 0.0], [0.0, 0.0, 0.1], [0.0, 0.0, 0.2], [0.1, 0.3, -0.3], [-0.2, 0.1, 0.1], [0.2, -0.1, 0.0], [-0.1, 0.0, 0.0], [0.0, 0.0, 0.0], [0.0, 0.0, 0.0], [0.0, 0.0, 0.0], [0.0, 0.0, 0.0], [0.0, -0.1, 0.0], [0.1, 0.1, -0.1], [-0.1, -0.1, 0.2], [0.0, 0.0, 0.0], [0.0, 0.0, 0.0], [0.0, 0.0, 0.0], [0.0, 0.0, 0.0], [0.0, 0.0, 0.0]],
  "homo_energy_ha": -0.4216,
  "homo_lumo_gap_ev": 8.29,
  "charge": 1
}

Entry 2:
{
  "formula": "C28H45Cl10F9I3N2O5PS",
  "method": "wB97M-V/def2-TZVPD",
  "elements": ["H", "N", "C", "C", "C", "I", "C", "C", "C", "F", "F", "C", "F", "F", "S", "F", "F", "F", "F", "F", "O", "C", "I", "C", "C", "C", "C", "C", "C", "C", "O", "C", "C", "O", "C", "C", "C", "I", "O", "C", "N", "C", "C", "P", "O", "H", "H", "H", "H", "H", "H", "H", "H", "H", "H", "H", "H", "H", "H", "H", "H", "H", "H", "H", "H", "H", "H", "H", "H", "H", "H", "H", "H", "H", "H", "H", "H", "H", "H", "Cl", "C", "Cl", "H", "H", "Cl", "C", "Cl", "H", "H", "Cl", "C", "Cl", "H", "H", "Cl", "C", "Cl", "H", "H", "Cl", "C", "Cl", "H", "H"],
  "positions_angstrom": [[-0.59673, -4.13710, 2.12978], [-0.80260, -3.59442, 1.29205], [0.26316, -3.15522, 0.77419], [0.27112, -2.35384, -0.50150], [0.71283, -0.86807, -0.40442], [1.98668, -0.62303, -2.24709], [1.64971, -0.57683, 0.76270], [3.00585, -1.30179, 0.73939], [3.55062, -1.36049, 2.16252], [2.82069, -2.19880, 2.92788], [3.46328, -0.12179, 2.70609], [5.04437, -1.77223, 2.15541], [5.77013, -0.79665, 1.63904], [5.16999, -2.82178, 1.34075], [5.80419, -2.29771, 3.82732], [6.92533, -3.12798, 3.06847], [4.87590, -3.58048, 3.83160], [4.71948, -1.45439, 4.61844], [6.78482, -1.05267, 3.83848], [6.40945, -2.75731, 5.20548], [-0.26029, 0.07222, -0.69793], [-1.11189, 0.77142, 0.18884], [-1.85148, -0.41476, 1.84354], [-0.29345, 1.90731, 0.85550], [0.71221, 2.51356, -0.01595], [1.53923, 3.00726, -0.72960], [-2.26744, 1.31073, -0.76272], [-2.92604, 2.60506, -0.21691], [-3.51334, 2.68937, 1.19895], [-4.91905, 2.12689, 1.36755], [-5.71005, 2.55742, 0.25521], [-6.83901, 1.83085, 0.00898], [-7.79210, 1.62742, 1.15826], [-7.05149, 1.43041, -1.09730], [-3.42057, 0.32583, -1.03211], [-3.17998, -1.07392, -1.64941], [-3.56561, -2.24886, -0.72686], [-4.51757, -1.24146, -3.38043], [-1.49568, 1.76675, -1.87287], [-1.83982, 1.78742, -3.23459], [-1.65719, 0.49987, -3.86941], [-0.74443, 2.77541, -3.77813], [-0.65487, 2.92143, -5.28931], [-3.42767, 2.53568, -3.84720], [-3.74797, 2.09931, -5.23180], [1.23240, -3.39391, 1.22132], [0.94501, -2.88871, -1.17084], [-0.72072, -2.42745, -0.94540], [1.17581, -0.75955, 1.73212], [1.88714, 0.48811, 0.73943], [2.92241, -2.32171, 0.37144], [3.74433, -0.73295, 0.17825], [-0.90404, 2.69450, 1.28848], [0.23481, 1.45853, 1.70290], [2.27935, 3.35046, -1.41160], [-2.14617, 3.36640, -0.28471], [-3.71052, 2.91929, -0.90356], [-2.86712, 2.34786, 2.00424], [-3.63036, 3.76284, 1.38932], [-4.93944, 1.04441, 1.51608], [-5.33632, 2.56390, 2.28267], [-8.74990, 1.33141, 0.74300], [-7.92965, 2.57466, 1.68216], [-7.39634, 0.88123, 1.84545], [-3.97068, 0.16266, -0.10717], [-4.13310, 0.84555, -1.66695], [-2.20129, -1.18489, -2.09790], [-4.38558, -2.83490, -1.13289], [-2.73924, -2.94231, -0.56833], [-3.89203, -1.90174, 0.25187], [-0.66381, 0.33481, -3.98816], [-2.14780, 0.45417, -4.75568], [-0.98079, 3.75892, -3.36007], [0.18424, 2.43093, -3.31980], [-1.49205, 3.47590, -5.71149], [-0.52268, 1.97812, -5.81656], [0.23366, 3.52057, -5.50952], [-4.50283, 2.31466, -2.96550], [-3.16807, 3.91867, -3.79759], [2.59726, -4.01759, -3.81980], [3.99234, -3.63431, -4.82998], [3.58608, -2.47819, -6.10586], [4.76046, -3.19777, -4.20266], [4.34429, -4.54979, -5.29016], [3.36955, 3.17309, 1.25296], [4.52404, 3.79164, 2.44583], [3.74373, 4.96256, 3.52102], [4.88369, 2.96157, 3.04369], [5.34738, 4.28015, 1.93895], [1.41362, -6.74341, -5.40662], [2.64920, -8.00127, -5.34196], [4.27311, -7.37180, -5.02369], [2.39438, -8.68856, -4.54465], [2.66701, -8.51340, -6.29603], [0.14610, 4.15363, 3.66187], [0.64000, 2.82872, 4.72211], [1.56659, 1.59442, 3.85502], [1.26726, 3.23456, 5.50600], [-0.24282, 2.36081, 5.14079], [1.37071, 0.94899, 7.39998], [2.59015, -0.33367, 7.36299], [4.16935, 0.23499, 7.90701], [2.26360, -1.13299, 8.01659], [2.68165, -0.68286, 6.34067]],
  "forces_ev_per_angstrom": [[0.0, -0.1, 0.0], [-0.1, 0.0, -0.1], [0.0, 0.0, 0.3], [-0.4, -0.3, 0.2], [1.2, -0.5, -0.5], [-0.2, 0.4, 0.0], [0.4, 0.7, 0.1], [-0.2, -0.1, 0.6], [-0.2, 0.4, -0.5], [-0.1, -0.2, 0.1], [0.2, 0.1, 0.3], [0.0, -0.6, 0.2], [0.2, 0.6, -0.1], [-0.1, -0.5, -0.1], [0.5, 0.1, -0.2], [0.0, 0.0, 0.0], [-0.2, 0.1, 0.1], [-0.1, 0.0, 0.1], [-0.2, 0.1, 0.1], [0.0, 0.0, 0.0], [-0.8, -0.9, 0.5], [0.4, 0.8, -0.6], [-0.1, 0.0, 0.0], [0.6, -0.2, 0.3], [-0.4, 0.1, -0.4], [-0.4, -0.3, -0.4], [-0.4, 0.1, 0.4], [0.7, 0.0, 0.6], [-0.6, 0.7, -0.3], [0.0, 0.4, 0.9], [0.2, -0.5, 0.0], [-0.2, -0.2, -0.2], [0.1, 0.4, -0.1], [0.0, 0.2, -0.1], [0.2, -0.5, -0.6], [-0.7, -0.2, 0.0], [0.1, -0.1, 0.0], [0.2, 0.0, 0.0], [-0.6, 0.0, 0.2], [1.3, 0.3, -1.0], [-0.4, -0.1, 0.6], [-0.8, 0.2, 0.3], [0.6, 0.3, 0.0], [-0.6, -0.3, -0.8], [0.2, -0.1, 0.1], [0.1, 0.1, 0.0], [0.0, 0.1, 0.0], [0.0, 0.2, 0.0], [-0.3, -0.2, -0.2], [-0.1, 0.0, 0.0], [0.2, 0.0, -0.2], [-0.1, -0.2, -0.4], [-0.2, -0.1, 0.0], [-0.1, 0.2, -0.1], [0.0, 0.1, 0.1], [0.0, 0.0, -0.1], [0.0, -0.2, -0.1], [0.0, -0.3, -0.1], [0.1, 0.0, -0.1], [0.0, -0.1, -0.4], [0.0, -0.1, 0.0], [0.0, -0.3, 0.1], [0.1, -0.1, 0.2], [-0.1, 0.0, 0.1], [0.2, 0.2, 0.1], [0.1, 0.2, 0.1], [0.0, 0.2, 0.0], [0.0, 0.0, 0.0], [0.0, 0.1, 0.1], [0.1, 0.0, 0.0], [0.0, -0.1, -0.1], [0.0, 0.0, 0.0], [0.3, 0.0, 0.2], [0.1, 0.0, -0.1], [-0.1, -0.3, 0.0], [-0.2, 0.0, 0.0], [0.0, 0.0, 0.0], [0.2, 0.2, 0.2], [0.0, 0.0, 0.5], [0.0, 0.0, 0.1], [0.1, 0.0, 0.0], [0.0, 0.0, 0.0], [0.0, 0.0, 0.0], [-0.1, 0.0, 0.0], [0.6, 0.2, 0.4], [0.0, -0.2, 0.0], [0.1, 0.0, 0.1], [0.0, 0.0, 0.0], [-0.1, 0.1, -0.1], [0.0, -0.1, -0.1], [-0.2, -0.1, 0.0], [0.0, 0.0, 0.0], [0.0, 0.0, 0.0], [0.0, 0.0, 0.0], [-0.1, 0.0, 0.0], [0.0, 0.0, 0.0], [0.0, 0.0, 0.3], [0.1, 0.0, 0.0], [0.0, 0.0, -0.1], [0.0, 0.0, 0.1], [0.0, -0.1, -0.1], [0.0, 0.0, 0.0], [0.0, 0.0, 0.1], [0.0, 0.1, 0.0]],
  "homo_energy_ha": -0.3114,
  "homo_lumo_gap_ev": 8.27,
  "smiles": "[H]/N=C/C[C@](I)(CCC(F)(F)C(F)(F)S(F)(F)(F)(F)F)O[C@@](I)(CC#C)[C@](CCCOC(C)=O)(C[C@@H](C)I)O[C@](N)(CC)[PH2]=O.ClCCl.ClCCl.ClCCl.ClCCl.ClCCl"
}

- Number 1 is which compound?
  C28H45BBr4ClIN3O10